Record 1
Molecular formula: C4H9BrNO
Method: DFT, wB97M-V/def2-TZVPD

Calculated values
- 2S+1 = 1
- net charge = +1
- LUMO energy (eV) = -3.5085
- gap between HOMO and LUMO (eV) = 11.3
- E (eV) = -77865.656
- maximum force (hartree/bohr) = 0.1193
- highest occupied orbital energy (eV) = -14.8

Last columns: bonded neighbours and bond lengths (Å).
Cartesian coordinates (Å):
1 C -0.060 -1.589 -0.316  N2 1.482, H8 1.085, H9 1.168, H10 1.029
2 N 0.344 -0.261 0.204  C1 1.482, C3 1.534, C4 1.516, H11 0.977
3 C 1.797 0.191 0.400  N2 1.534, H12 1.067, H13 1.045, H14 1.076
4 C -0.465 0.904 -0.332  N2 1.516, C5 1.558, H15 0.996, H16 1.180
5 C -1.854 1.092 0.348  C4 1.558, O6 1.178, Br7 1.925
6 O -2.159 0.504 1.322  C5 1.178
7 Br -3.004 2.305 -0.606  C5 1.925
8 H 0.122 -1.477 -1.380  C1 1.085
9 H 0.415 -2.569 0.106  C1 1.168
10 H -1.074 -1.762 -0.286  C1 1.029
11 H -0.092 -0.295 1.077  N2 0.977
12 H 2.148 0.715 -0.460  C3 1.067
13 H 2.024 0.684 1.293  C3 1.045
14 H 2.263 -0.779 0.372  C3 1.076
15 H 0.106 1.718 -0.265  C4 0.996
16 H -0.513 0.619 -1.476  C4 1.180

***

Record 2
Molecular formula: CH5O3PS
Method: DFT, wB97M-V/def2-TZVPD

Calculated values
- 2S+1 = 3
- LUMO energy (alpha / beta) (eV) = 0.6002 / -3.9661
- gap between HOMO and LUMO (alpha / beta) (eV) = 5.3 / 5.2
- E (eV) = -27380.440
- maximum force (hartree/bohr) = 0.1271
- highest occupied orbital energy (alpha / beta) (eV) = -4.7 / -9.2

Last columns: bonded neighbours and bond lengths (Å).
Cartesian coordinates (Å):
1 C -1.595 0.921 -0.256  O4 1.345, H7 1.058, H8 1.006, H9 1.116
2 O 1.423 -1.376 -0.858  P5 1.639, H10 1.003
3 O 1.180 -1.171 1.561  P5 1.535, H11 0.994
4 O -1.024 -0.276 -0.036  C1 1.345, P5 1.971
5 P 0.917 -0.333 0.302  O2 1.639, O3 1.535, O4 1.971, S6 1.919
6 S 1.686 1.422 0.201  P5 1.919
7 H -2.570 0.903 0.156  C1 1.058
8 H -1.556 1.182 -1.227  C1 1.006
9 H -1.142 1.778 0.298  C1 1.116
10 H 1.759 -0.920 -1.685  O2 1.003
11 H 0.921 -2.131 1.544  O3 0.994